20
Properties=species:S:1:pos:R:3:forces:R:3:mulliken_charge:R:1 method="wB97M-V/def2-TZVPD" homo_lumo_gap_ev=11.46 e_tot_ev=-13455.5545 relative_energy_kcal_mol=101.16 e_homo_ev=-11.462
C -0.58498 -0.83700 0.52806 1.53 2.09 1.63 0.62
C 0.34954 0.96036 -1.10468 0.34 -0.49 -1.47 -1.51
O 2.57125 -0.33364 -0.58096 0.24 0.18 0.27 -0.60
H 0.03598 0.16612 -1.82082 0.45 0.67 0.33 0.31
H -0.44386 -1.10231 1.62560 -0.05 0.36 -1.28 0.31
H -0.81440 1.80085 1.44779 2.36 -0.82 -0.38 0.32
H -1.29641 -2.73016 -0.30552 0.19 1.20 -0.22 0.40
C -0.38798 -2.06622 -0.28767 -0.27 -3.19 -2.11 -1.27
N -3.09281 -0.07995 0.57668 0.44 0.35 -0.18 -0.50
O 2.07027 -0.63800 1.48600 1.21 -0.78 1.78 -0.59
H 0.64403 1.05405 2.41854 -0.68 0.82 -2.29 0.34
C -1.96041 -0.27074 0.48908 0.14 -0.88 -0.09 -0.07
H -0.41530 1.69697 -1.06378 -0.66 0.71 -0.17 0.39
H 0.24134 -2.86296 0.15453 0.54 1.12 0.21 0.36
N 1.86956 -0.19288 0.40252 -0.72 -0.64 -1.41 0.98
H 0.89921 2.35230 1.13737 0.21 0.32 0.00 0.45
C 0.53028 0.41888 0.24342 -2.79 -1.02 1.87 0.89
H 1.30093 1.40289 -1.41474 -0.38 0.04 -0.30 0.44
C 0.32043 1.46846 1.35974 -1.44 -0.62 2.02 -1.52
H -0.03888 -2.01883 -1.38948 -0.64 0.57 1.80 0.25


21
Properties=species:S:1:pos:R:3:forces:R:3:mulliken_charge:R:1 method="wB97M-V/def2-TZVPD" homo_lumo_gap_ev=10.38 e_tot_ev=-24291.4027 relative_energy_kcal_mol=101.60 e_homo_ev=-9.836
O 3.23458 0.86825 0.31955 0.74 0.16 -0.22 -0.66
N -1.01408 1.13968 0.69315 0.81 1.45 0.46 -0.20
H -1.16526 -1.10181 -1.76295 -0.54 0.07 0.95 0.35
N -0.40866 2.19614 0.49422 -1.20 0.27 0.14 -0.42
H 0.21650 -1.86971 0.32151 0.50 -0.71 -0.22 0.46
C 0.73389 2.14313 -0.49351 0.88 2.85 0.91 -0.64
H 0.72460 0.56742 -1.99592 0.72 -0.13 1.27 0.49
H 1.63871 2.49966 0.11312 -1.24 -0.16 -0.86 0.31
H 1.85514 -1.15089 2.09764 0.86 -0.51 -0.03 0.53
H -2.07849 0.39634 -1.31392 -0.17 -0.12 -0.33 0.42
H 1.30557 0.46088 1.96799 -0.64 0.83 0.71 0.42
C 0.91202 0.80420 -0.91332 -2.02 -3.74 -0.41 -0.12
C -1.59374 -0.49803 -0.93235 0.18 0.21 0.53 -1.62
C 0.02207 -1.03830 0.97162 0.74 0.33 -1.14 -1.03
O 2.41564 -1.34871 -0.70182 0.19 2.00 0.28 -0.69
C -0.57328 -0.03934 0.06382 2.44 2.27 -3.22 1.02
C 1.33105 -0.47306 1.46029 -0.51 -0.10 -0.31 -0.96
H -0.71388 -1.40471 1.62301 -0.79 -0.17 1.62 0.53
S 2.19235 -0.03992 -0.05342 0.02 -3.11 -0.52 1.05
H 0.59103 2.89109 -1.34200 -0.19 -0.87 1.34 0.34
H -2.26828 -0.95592 -0.20848 -0.76 -0.82 -0.95 0.41


21
Properties=species:S:1:pos:R:3:forces:R:3:mulliken_charge:R:1 method="wB97M-V/def2-TZVPD" homo_lumo_gap_ev=9.10 e_tot_ev=-15504.8794 relative_energy_kcal_mol=72.11 e_homo_ev=-8.385
C 1.72431 1.16908 1.38997 0.10 0.11 -0.01 -0.96
H -0.40037 2.30964 -0.14018 -0.03 -0.08 0.14 0.42
H 0.06037 1.05010 3.39545 -0.02 0.01 0.10 0.31
N 0.30059 0.86812 1.34090 0.05 -0.05 -0.33 -0.11
H 0.55430 -1.79170 -1.65727 0.03 0.09 0.07 0.50
H 2.33003 0.29995 1.67823 0.02 -0.06 0.00 0.36
H 1.89824 1.96889 2.11049 0.07 0.00 0.04 0.34
H 2.05322 1.50686 0.40671 0.03 0.01 0.07 0.29
N -0.57787 -0.09131 -2.09086 -0.12 0.33 0.09 -0.22
C -0.38004 0.60594 -0.90119 0.11 0.05 -0.05 0.09
H 0.25921 -0.62923 2.85616 0.02 0.01 -0.03 0.35
H -1.26419 0.23594 2.54599 -0.04 -0.04 0.09 0.36
C -1.19559 -2.38144 -2.84797 0.98 0.92 -0.10 0.47
O -1.53039 -2.35795 -1.59198 -0.82 -0.65 0.72 -0.37
C -0.18328 0.34607 2.60241 -0.13 0.07 0.01 -1.01
C -0.03110 0.01509 0.23921 0.02 0.43 0.66 -0.21
H -0.00545 -1.05491 0.38179 -0.03 -0.16 -0.08 0.36
O -1.46153 -2.87240 -3.88655 -0.52 -0.51 -0.37 -0.51
O -0.50543 1.94834 -1.03558 -0.02 -0.40 -0.28 -0.60
C -0.37939 -1.44801 -2.07994 0.27 0.00 -0.69 -0.13
H -1.26564 0.30294 -2.71577 0.02 -0.08 -0.05 0.28


20
Properties=species:S:1:pos:R:3:forces:R:3:mulliken_charge:R:1 method="wB97M-V/def2-TZVPD" charge=+1 homo_lumo_gap_ev=8.02 e_tot_ev=-20688.3256 relative_energy_kcal_mol=92.80 e_homo_ev=-12.815
C -2.19807 -1.71265 1.90975 -1.14 0.91 1.71 -0.81
C -2.11264 0.58342 -0.85325 -0.01 0.02 -0.97 -0.37
H 2.11771 2.25531 -0.77859 -3.24 0.29 0.49 0.29
H -3.13910 -2.06554 1.48916 -0.09 -0.29 0.53 0.36
C -2.73694 0.03205 0.21068 -1.24 -0.66 1.44 -0.28
C 1.88717 1.26097 -0.34185 -4.63 -0.23 -3.34 -0.60
H 1.18658 1.13942 0.40200 0.20 0.54 3.36 0.41
C 3.18442 0.90465 -0.67266 6.65 -1.50 1.17 -0.30
H -2.38749 -1.26829 2.97824 0.60 -0.90 -2.10 0.27
O 3.55093 -0.39642 -1.15082 -0.89 -0.32 -0.36 -0.54
N -1.79400 -0.71135 0.94169 1.64 0.74 -1.69 0.15
N -0.84519 0.09716 -0.82769 0.16 0.29 0.90 0.22
H -3.79928 -0.05255 0.59337 1.50 0.62 -0.90 0.41
H -2.29035 1.17904 -1.71388 -1.23 0.48 -0.12 0.47
H 3.48509 1.66192 -1.37155 1.00 -0.32 -0.78 0.29
H 3.39486 -0.53735 -2.12131 0.28 0.64 1.29 0.34
C -0.60811 -0.61582 0.25148 -0.58 -0.45 0.00 -0.18
P 0.80526 -0.34933 -1.07371 0.56 0.93 -0.06 0.19
H -1.50956 -2.53422 1.88500 0.42 -0.19 0.34 0.36
H 3.80870 1.12958 0.24395 0.04 -0.60 -0.91 0.31


20
Properties=species:S:1:pos:R:3:forces:R:3:mulliken_charge:R:1 method="wB97M-V/def2-TZVPD" homo_lumo_gap_ev=10.11 e_tot_ev=-22244.1160 relative_energy_kcal_mol=85.08 e_homo_ev=-9.239
H -2.88427 -1.11081 0.96014 0.00 -0.04 0.03 0.35
H 2.35149 -0.76854 -1.43394 -0.04 0.06 -0.08 0.39
C -2.00210 -1.54863 1.44708 -0.32 -0.14 0.04 -0.92
H -2.07730 -1.37624 2.52210 0.01 -0.06 -0.03 0.32
O 0.77534 -2.57170 -0.30220 0.48 -0.50 0.01 -0.57
H 1.50406 0.39429 0.71213 -0.17 0.05 -0.04 0.28
H -0.52442 0.77812 2.03193 0.02 0.00 -0.09 0.40
C 0.60194 0.71882 0.16174 0.01 -0.14 0.54 0.35
H -1.98764 -2.62178 1.26460 -0.15 -0.05 0.12 0.33
C 0.72980 2.12381 -0.17602 0.07 0.32 -0.15 -0.87
S -0.28441 -1.62192 -0.57388 -0.20 0.64 0.21 0.37
N 0.38921 -0.09700 -1.02273 -0.77 -0.39 0.41 -0.22
H 0.91989 4.29302 -0.72499 0.04 0.56 -0.15 0.46
H 1.85854 0.76159 -2.20923 -0.09 -0.02 -0.02 0.33
H -1.51282 0.94428 0.55436 0.13 0.00 0.05 0.35
C -0.64221 0.43576 0.99951 0.09 0.42 0.12 -0.83
C 1.52027 -0.22955 -1.90714 0.36 -0.23 -0.22 -0.95
H 1.20137 -0.78522 -2.78766 0.13 0.03 -0.10 0.30
N -0.76494 -0.99641 0.95979 0.42 -0.02 -0.82 -0.04
C 0.82821 3.27811 -0.47558 -0.02 -0.47 0.17 0.16


19
Properties=species:S:1:pos:R:3:forces:R:3:mulliken_charge:R:1 method="wB97M-V/def2-TZVPD" charge=+1 homo_lumo_gap_ev=8.31 e_tot_ev=-10845.1683 relative_energy_kcal_mol=71.36 e_homo_ev=-13.290
N -0.94091 -1.43345 0.34093 2.27 -1.81 0.46 -0.95
C 1.57335 1.06915 0.28899 2.04 0.13 -0.33 -0.74
C 0.27290 0.64161 0.50145 -2.21 -2.26 -0.94 0.63
H -0.15362 -0.64441 -1.90118 -0.01 0.05 -0.27 -0.25
C -0.99584 1.41491 0.55436 -1.58 1.85 1.74 -0.48
C -1.97698 -0.77828 0.09083 -3.73 -0.88 -0.81 -0.07
H -0.91876 2.45756 0.08709 -0.14 -1.86 -0.36 0.40
H -1.18464 1.81626 1.62667 0.28 -1.20 -1.22 0.27
H -0.53962 -0.85385 -2.49841 0.05 0.03 -0.05 0.25
H 3.50285 -0.05196 0.07645 -1.77 0.11 -0.16 0.39
H 1.83094 2.10748 0.20814 0.33 0.16 0.20 0.46
H -2.85864 -1.44835 -0.18658 1.03 1.28 0.45 0.35
H 1.84633 -1.90169 1.00281 0.10 -0.63 0.90 0.38
C 1.52844 -1.26348 0.21404 -0.21 0.81 -1.23 -0.53
H 1.51656 -1.88253 -0.71839 0.00 0.57 0.58 0.34
H -2.90321 0.92936 -0.38264 -1.41 0.81 -0.84 0.24
N -2.17225 0.53830 0.12336 3.51 0.96 1.10 -0.11
C 2.36847 -0.02229 0.13210 1.20 -0.06 0.23 -0.28
N 0.20462 -0.69433 0.43997 0.27 1.94 0.56 0.69


20
Properties=species:S:1:pos:R:3:forces:R:3:mulliken_charge:R:1 method="wB97M-V/def2-TZVPD" charge=+1 homo_lumo_gap_ev=8.50 e_tot_ev=-12890.3400 relative_energy_kcal_mol=145.32 e_homo_ev=-12.160
C 0.53857 0.13189 3.44028 1.38 -3.52 2.19 -0.71
O -0.12464 -0.41500 2.29752 -0.23 -1.08 2.30 -0.25
N -0.09530 -0.58467 -3.34604 -0.41 1.14 4.23 -0.38
H 1.55404 -0.44214 3.47977 -1.58 1.70 0.07 0.28
H 0.41605 2.82814 -0.53755 -0.28 -1.00 0.09 0.29
H -0.16488 -1.43128 -3.74424 -0.33 -3.43 -1.41 0.14
H 0.01401 -0.07703 4.43596 0.28 -0.30 -1.79 0.25
N -1.01847 -2.36734 -0.64961 1.12 1.02 0.34 -0.35
H 0.03626 0.17325 -3.87766 0.54 2.99 -2.61 0.14
C -0.48745 -1.31360 -1.19307 -0.62 -0.67 2.39 -0.06
H 0.86579 1.87836 1.33382 1.07 1.51 1.93 0.24
H -0.01474 1.72624 -2.55145 -0.13 0.72 -0.24 0.33
H -1.91275 -2.22365 -0.19377 -0.38 -0.34 -0.42 0.32
H 0.52428 1.15009 3.38923 0.77 2.85 -0.28 0.35
C -0.04242 1.16911 -1.64421 -0.41 -3.54 -1.26 -0.68
N 0.39744 1.22735 0.79455 -0.21 0.35 -1.15 -0.05
H -0.36960 -2.91556 -0.08094 -0.31 -0.20 -0.32 0.31
C 0.20662 1.73220 -0.49903 1.05 2.12 0.81 -0.33
C -0.07181 0.07342 1.14694 -1.84 -1.78 -3.90 0.01
C -0.25101 -0.31977 -2.00049 0.51 1.44 -0.97 1.13


21
Properties=species:S:1:pos:R:3:forces:R:3:mulliken_charge:R:1 method="wB97M-V/def2-TZVPD" charge=+1 homo_lumo_gap_ev=10.80 e_tot_ev=-14942.2506 relative_energy_kcal_mol=30.69 e_homo_ev=-14.059
C 2.02651 0.61453 -0.84839 -0.26 -0.79 0.45 -0.76
C 1.37329 -1.48199 0.17029 1.18 -3.17 -0.95 -0.20
N 0.38479 -0.94718 0.71767 -1.42 -0.19 0.93 -0.50
H 1.41682 -2.66522 0.17951 -0.02 2.49 0.26 0.33
H -0.22510 2.04013 2.02229 -0.06 -3.45 -0.51 0.29
H -4.03368 -0.36275 -0.70271 -1.35 0.00 -0.53 0.25
C 0.16162 0.44545 0.66654 1.28 0.20 0.46 1.06
H -1.19135 -1.25842 0.73189 -1.11 -1.07 -0.08 0.51
H 2.59438 1.23742 -1.42027 1.84 1.31 -1.66 0.52
O -2.18287 -1.22292 0.41697 1.02 1.17 -0.38 -0.51
H 2.36940 -1.34335 -1.65639 0.25 0.21 0.35 0.33
N -3.27675 0.24061 -0.90541 1.29 1.99 -1.46 -0.38
C 1.11492 1.19940 -0.14459 -1.42 0.86 1.19 -0.75
H 3.40877 -0.74079 -0.32773 -0.18 -0.83 0.12 0.33
H -0.70924 0.40200 2.49284 -1.30 -1.47 1.69 0.24
O -1.10510 0.49764 -0.51792 0.96 1.21 -0.53 -0.42
H -3.14016 1.08876 -1.53694 -1.29 -1.83 1.13 0.30
N -0.22083 0.94146 1.86804 1.26 4.79 -1.95 -0.34
C 2.37406 -0.78999 -0.69705 -0.01 -0.56 -0.35 -0.46
C -2.15664 -0.14689 -0.37048 -0.42 -1.84 2.01 0.77
H 1.01719 2.25210 -0.13817 -0.24 0.97 -0.19 0.40


21
Properties=species:S:1:pos:R:3:forces:R:3:mulliken_charge:R:1 method="wB97M-V/def2-TZVPD" charge=+1 homo_lumo_gap_ev=9.57 e_tot_ev=-23729.3004 relative_energy_kcal_mol=29.83 e_homo_ev=-12.997
C -1.79854 -1.21115 0.32637 -1.13 0.99 0.31 -0.75
H 2.31664 -0.15541 -2.29638 -0.05 -0.26 -1.65 0.30
H -0.17554 1.58965 -0.46559 0.79 3.39 -1.35 0.19
H 2.17446 0.90035 2.13362 -0.64 0.47 -0.66 0.34
N -2.44161 0.56695 -1.12156 -0.49 1.08 -0.76 -0.34
C 0.66079 0.10415 0.67215 -0.93 -1.06 2.31 0.48
H -1.39195 -2.01712 -0.23211 0.28 -0.76 -1.08 0.35
H -1.56970 -1.90021 2.43196 0.38 0.11 -0.26 0.40
H -2.40551 1.46464 -1.55776 0.05 0.45 -0.34 0.23
H -2.95632 -1.37619 0.37579 2.26 0.37 0.20 0.39
H 2.41867 1.07288 -1.08182 0.92 -1.33 -0.33 0.28
C -1.48764 0.12968 -0.36330 -1.69 -2.98 0.94 0.81
H -3.29770 0.06619 -1.21626 -0.36 -0.30 0.01 0.21
O 1.78537 2.19534 0.56456 -0.36 0.53 0.22 -0.45
S 1.67295 -1.07313 -0.29305 -0.17 -0.32 0.97 -0.01
C -1.05796 -1.32513 1.64434 -1.07 0.46 0.58 -0.17
C 1.58312 1.21527 1.21878 0.54 -1.61 0.46 -0.13
H 3.64799 -0.23377 -1.21854 4.18 -0.79 0.52 0.39
N -0.38503 0.72678 -0.13421 0.87 -2.51 1.91 -0.13
C 2.69319 -0.00077 -1.33280 -5.02 2.57 0.75 -0.80
N 0.01433 -0.73897 1.94580 1.63 1.50 -2.76 -0.57


21
Properties=species:S:1:pos:R:3:forces:R:3:mulliken_charge:R:1 method="wB97M-V/def2-TZVPD" charge=+1 homo_lumo_gap_ev=7.20 e_tot_ev=-23723.4549 relative_energy_kcal_mol=164.63 e_homo_ev=-13.321
N 0.32353 -1.37694 0.21766 -0.76 1.33 -3.49 -0.28
N -0.77227 -0.94808 0.44667 0.18 -1.47 0.62 0.32
S -3.24902 -0.02458 0.41438 -0.42 1.19 -0.53 0.50
C -3.37273 1.52899 -0.60077 -1.70 -0.35 0.03 -0.89
N -1.08457 1.26685 1.08167 0.64 -0.30 1.21 -0.32
C -1.47848 0.10196 0.48465 -0.22 1.58 0.39 0.32
H -2.51369 1.62959 -1.26080 0.04 0.34 0.28 0.32
H -3.58141 2.34742 0.14213 0.44 -0.62 -1.12 0.32
H 3.11699 0.56071 -0.24660 2.13 -2.18 -0.12 0.35
C 0.18337 1.48222 1.25230 -1.17 0.92 -0.74 0.08
H 0.65259 -3.34621 -0.04294 -0.29 0.22 -0.13 0.34
H 0.30913 -2.81866 1.66553 0.80 -0.15 -0.95 0.37
H 1.39865 -0.17092 1.04197 0.22 -0.05 0.67 0.19
H 0.50564 2.24200 1.95131 -0.40 0.43 0.15 0.42
H 1.90840 -2.52151 0.77360 -0.08 0.30 0.08 0.33
C 1.25128 0.81576 0.60611 2.20 -0.74 0.70 0.07
O -3.60500 -1.17060 -0.39081 -0.27 -0.93 -0.56 -0.56
H 2.30095 1.95421 -0.77418 0.02 1.69 -0.31 0.27
H -4.26937 1.33082 -1.27703 0.97 0.30 1.11 0.40
C 2.31324 1.15725 -0.09294 -2.36 1.37 -0.56 -0.81
C 0.82059 -2.54828 0.69041 0.04 -2.90 3.24 -0.75


20
Properties=species:S:1:pos:R:3:forces:R:3:mulliken_charge:R:1 method="wB97M-V/def2-TZVPD" charge=+1 homo_lumo_gap_ev="7.66 / 7.66" e_tot_ev=-21678.8264 relative_energy_kcal_mol=95.23 e_homo_ev="-12.695 / -12.695"
C 3.01710 -0.80299 -0.77933 0.73 0.48 0.14 -0.53
H -1.69923 2.38129 -0.74232 1.03 0.08 0.46 0.25
N 0.19604 2.37339 -1.08421 3.58 1.14 -1.68 -0.22
C -0.88083 -1.03862 0.89003 2.06 0.32 1.35 -0.74
H -0.13952 0.90430 1.73745 -0.78 2.07 1.48 0.49
C 3.32290 0.54783 -0.62057 2.66 2.50 -0.81 -0.16
H 1.65360 -2.17350 -0.12723 -1.11 0.18 0.54 0.37
H -0.31520 -1.88628 1.49029 -1.23 1.17 -1.05 0.30
H -2.81426 -1.48757 0.91252 -0.07 0.25 0.07 0.27
N -0.72523 2.06354 -0.42348 -4.15 -0.75 0.53 -0.15
C 1.85690 -1.11239 -0.12645 0.76 0.10 -0.99 -0.45
H 3.69922 -1.49707 -1.26652 -0.33 0.15 0.09 0.42
C 0.06148 0.17401 1.05641 0.08 -3.73 -1.84 -0.26
S 2.25918 1.47574 0.25884 0.91 -1.54 -0.01 0.04
C 1.27593 0.04850 0.45378 -0.63 0.05 0.75 0.58
H -2.33381 -0.68078 2.28942 0.02 0.03 -2.39 0.26
H 4.23606 1.14046 -1.01715 -1.60 -1.47 0.54 0.36
H -0.94969 -1.27460 -0.14391 0.78 -0.55 -0.95 0.47
H 0.22252 3.05792 -1.87394 -1.26 -0.35 0.22 0.26
N -2.21642 -0.71953 1.21107 -1.43 -0.14 3.54 -0.57


22
Properties=species:S:1:pos:R:3:forces:R:3:mulliken_charge:R:1 method="wB97M-V/def2-TZVPD" homo_lumo_gap_ev=10.91 e_tot_ev=-16437.1684 relative_energy_kcal_mol=51.97 e_homo_ev=-10.367
C -1.42248 -2.15373 -0.09034 0.99 1.72 -0.95 0.60
N -2.34803 -3.04198 0.01316 0.58 -0.43 1.25 -0.28
N -1.69321 -2.47427 2.03463 0.57 0.30 -0.73 -0.36
O -1.14235 1.02701 0.79834 -1.95 2.23 -0.73 -0.50
C -0.04323 0.64856 0.97625 -0.23 -1.14 -0.87 0.69
C 1.05979 2.12257 -0.53870 -0.64 0.11 -2.11 -0.22
H 2.05236 3.75062 -1.44162 0.61 -1.00 0.14 0.34
H -1.42905 -2.53904 -2.19411 -0.01 0.88 0.84 0.32
H 0.99342 1.46874 -1.42114 -0.45 0.48 -0.18 0.24
H 2.41148 3.54638 0.28022 0.47 -1.11 -1.43 0.27
H -1.57494 -0.76241 -1.66897 0.28 -0.67 -0.20 0.21
O 1.09506 1.19212 0.50622 0.42 -0.87 2.05 -0.31
H -0.09346 -0.76225 2.59649 0.14 0.49 1.36 0.37
H 1.04876 -1.00228 1.35545 1.29 -1.46 -0.32 0.35
C 0.05261 -0.73703 1.55070 0.08 -0.46 0.21 -0.73
H 0.24928 2.82567 -0.51946 -0.97 -0.25 0.41 0.34
H -0.05366 -1.65004 -1.60654 1.32 0.34 -0.21 0.34
N -0.97517 -1.68901 1.13753 -1.15 -1.49 -2.29 0.53
N -2.42439 -3.24482 1.32787 -1.11 -0.35 2.31 -0.45
C -1.09673 -1.74830 -1.47308 -0.58 0.66 -0.51 -0.98
C 2.29609 2.94822 -0.70339 -2.21 2.79 2.59 -1.14
H 3.03787 2.27525 -0.91951 2.55 -0.78 -0.62 0.38